[1]
DFT (ωB97M-V with the def2-TZVPD basis set) results for an isolated molecule of C6H13N3O3S in a non-equilibrium geometry.

The LUMO energy (alpha / beta) comes out at -0.26 / -0.08 eV. As for the energy above the lowest of the compared OMol25 structures with the same formula, charge and spin: 64.1 kcal per mole. The multiplicity is 1. Its largest force on an atom is 4.46 eV/A. As for the total charge: 0. Its frontier orbital gap (alpha / beta) is 7.1 / 7.0 eV. The HOMO energy (alpha / beta) comes out at -7.41 / -7.13 eV. The total energy is -1024.3829 hartree.

Last column: Mulliken charge in e.
Geometry (Å):
C 0.14 0.82 0.44  -0.009
C 1.25 1.54 -0.08  0.323
C 1.09 2.53 -1.15  -1.427
C -1.79 -1.65 -1.08  -0.094
C -2.77 -1.09 -0.04  -0.650
C -1.34 -0.51 1.71  -0.568
N 2.59 1.05 0.23  -0.016
N 3.08 -0.20 0.50  -0.384
N 0.07 -0.08 1.40  -0.598
O 3.03 -2.68 0.92  -0.536
O -1.51 -0.57 -1.89  -0.554
O -2.28 -0.04 0.85  -0.418
S 2.30 -1.72 0.16  0.474
H -0.87 1.16 -0.06  0.592
H 1.96 3.31 -1.03  0.407
H 0.24 3.18 -1.01  0.366
H 1.17 2.03 -2.07  0.277
H -2.40 -2.34 -1.65  0.392
H -0.92 -2.04 -0.48  0.095
H -3.14 -1.88 0.59  0.463
H -3.61 -0.60 -0.55  0.291
H -1.47 -0.11 2.75  0.393
H -1.14 -1.58 1.93  0.382
H 3.32 1.65 0.03  0.216
H 3.98 -0.30 0.99  0.266
H -0.98 0.13 -1.38  0.316


[2]
DFT (ωB97M-V with the def2-TZVPD basis set) results for a structure of composition C15H23Cl3CrNO2P in a non-equilibrium geometry.

The LUMO energy (alpha / beta) comes out at 0.18 / 0.13 eV. The multiplicity is 5. Its largest force on an atom is 2.72 eV/A. The expectation value of S² is 6.040. As for the total charge: 0. Its frontier orbital gap (alpha / beta) is 7.4 / 8.6 eV. The HOMO energy (alpha / beta) comes out at -7.23 / -8.49 eV. The total energy is -3556.9297 hartree.

Last column: Löwdin spin population.
Geometry (Å):
C 0.56 3.19 -2.14  0.013
C -0.75 2.85 -1.79  -0.003
C -1.01 1.75 -0.96  0.008
C 0.05 1.03 -0.41  -0.045
C 1.36 1.41 -0.71  0.003
C 1.61 2.49 -1.57  -0.005
C -2.45 1.38 -0.72  0.002
C -2.83 -0.12 -0.59  0.013
N -1.71 -1.07 -0.81  0.043
Cr -0.34 -0.85 0.60  3.537
C 2.53 0.64 -0.16  0.010
P 1.96 -1.02 0.36  0.073
H -1.59 3.41 -2.20  -0.001
H 2.66 2.74 -1.78  -0.001
H 0.75 4.00 -2.85  0.001
H 2.98 1.15 0.72  0.000
H 3.32 0.52 -0.91  0.001
H -2.80 1.87 0.21  0.001
H -3.06 1.80 -1.53  0.000
H -3.23 -0.31 0.42  0.001
C 3.17 -1.45 1.63  0.010
C 2.40 -1.99 -1.11  0.020
H -3.61 -0.35 -1.32  0.002
C -1.16 -0.99 -2.20  0.023
C -2.18 -2.46 -0.56  0.041
H 0.31 -2.29 1.47  0.026
H -1.69 -1.73 -2.83  0.002
H -1.28 0.00 -2.63  0.001
H -0.10 -1.26 -2.17  0.007
H -2.42 -2.93 -1.52  0.006
H -1.36 -3.01 -0.08  0.015
H -3.06 -2.47 0.09  0.002
H 3.49 -2.08 -1.17  0.003
H 1.94 -2.98 -1.03  0.002
H 2.03 -1.50 -2.02  0.000
H 4.19 -1.39 1.21  0.001
H 3.08 -0.76 2.48  0.000
H 2.97 -2.47 1.98  0.000
H -0.59 -2.35 1.55  0.051
Cl -0.40 2.74 4.82  0.002
C -0.19 1.21 4.01  0.003
Cl 1.40 1.19 3.17  0.006
Cl -0.27 -0.16 5.14  0.001
C -1.33 0.98 2.91  0.018
O -2.27 1.74 2.83  0.015
O -1.09 -0.08 2.20  0.092


[3]
DFT (ωB97M-V with the def2-TZVPD basis set) results for a structure of composition C16H15BMnN3O3 in a non-equilibrium geometry.

The LUMO energy (alpha / beta) comes out at 2.94 / 2.80 eV. The multiplicity is 2. Its largest force on an atom is 2.65 eV/A. The expectation value of S² is 0.956. As for the total charge: -1. Its frontier orbital gap (alpha / beta) is 8.0 / 7.9 eV. The HOMO energy (alpha / beta) comes out at -5.01 / -5.10 eV. The total energy is -2184.5250 hartree.

Last column: Löwdin spin population.
Geometry (Å):
Mn -0.60 0.33 -0.13  0.860
C -1.99 3.58 -2.77  0.000
O -0.71 3.85 -3.31  0.000
C 0.40 3.19 -2.85  0.001
C 1.59 3.51 -3.49  0.001
C 2.80 2.94 -3.12  0.002
C 2.82 1.96 -2.14  0.000
C 1.64 1.57 -1.52  0.002
C 1.65 0.50 -0.51  0.000
N 1.12 -0.70 -0.71  0.071
N 1.38 -1.67 0.22  0.019
C 0.82 -1.49 1.40  0.002
O 0.05 -0.49 1.68  0.023
C 0.98 -2.53 2.42  0.000
C 2.00 -3.49 2.41  0.000
C 2.06 -4.45 3.40  0.000
C 1.11 -4.48 4.41  0.000
C 0.11 -3.52 4.44  0.000
C 0.05 -2.56 3.46  0.000
C 0.42 2.25 -1.79  0.001
O -0.61 2.03 -1.02  0.006
H -2.68 4.19 -3.35  0.000
H -2.05 3.85 -1.72  0.000
H -2.27 2.53 -2.87  0.000
H 1.55 4.24 -4.29  0.000
H 3.71 3.25 -3.61  0.000
H 3.75 1.48 -1.88  0.000
H 2.42 0.58 0.27  -0.002
H 2.73 -3.47 1.61  0.000
H 2.85 -5.19 3.39  0.000
H 1.15 -5.25 5.17  0.000
H -0.63 -3.53 5.23  0.000
H -0.72 -1.80 3.46  0.000
B -5.01 -0.16 -0.28  -0.001
C -3.49 -0.35 -0.37  -0.002
N -2.32 -0.41 -0.44  0.021
H -5.54 -0.80 -1.15  -0.002
H -5.17 1.02 -0.45  0.001
H -5.36 -0.51 0.81  0.000


Q: Which formula does entry 3 have?
A: C16H15BMnN3O3